(1)
Computed, not measured: C40H48MnN9O3P as an isolated structure, with the ωB97M-V functional and the def2-TZVPD basis.

## Properties
Highest occupied orbital energy (alpha / beta) = -10.9 / -10.9 eV
Spin multiplicity = 5
Largest force on an atom = 0.00545 hartree/bohr
Frontier orbital gap (alpha / beta) = 0.2909 / 0.3101 Ha
M = 788.8 g mol⁻¹
LUMO energy (alpha / beta) = -0.1079 / -0.0894 Eh
Total charge = +1

Geometry as XYZ:
```
102
Properties=species:S:1:pos:R:3:forces:R:3
Mn -0.02244 -0.06126 -0.10595 0.26 -0.03 -0.10
O -0.07029 1.55066 -0.93389 -0.07 0.04 -0.03
C 0.90087 2.40903 -1.45076 0.03 0.00 -0.07
C 2.17798 1.59282 -1.67834 0.03 -0.02 -0.01
C 2.73316 1.00690 -0.41283 0.01 -0.01 -0.01
C 3.98108 1.38830 0.04964 0.00 -0.01 -0.01
C 4.51876 0.75914 1.15713 -0.01 -0.01 0.01
C 3.82712 -0.29147 1.73168 0.00 0.01 0.00
C 2.58246 -0.64091 1.23634 0.03 -0.01 0.01
C 1.86353 -1.84292 1.77508 -0.02 -0.04 -0.02
C 0.51134 -1.49523 2.41599 0.02 0.03 0.02
O -0.32604 -0.96230 1.43098 -0.14 -0.10 0.04
C -0.21002 -2.72704 2.95916 0.00 -0.01 -0.01
C 0.20993 -4.03085 2.73476 0.02 0.01 0.01
C -0.54756 -5.10710 3.18870 -0.01 0.00 0.00
C -1.73265 -4.88705 3.86907 0.01 0.00 0.00
C -2.15878 -3.58316 4.09959 0.00 0.02 -0.01
C -1.40255 -2.51555 3.64912 -0.02 -0.01 0.00
C 0.78814 -0.47608 3.52351 0.00 -0.02 0.01
C 1.35297 -0.89944 4.72424 0.00 0.00 0.01
C 1.71526 0.01921 5.69639 0.00 0.00 0.00
C 1.52020 1.37773 5.47958 0.00 0.00 0.00
C 0.95430 1.80547 4.28948 -0.01 -0.01 -0.01
C 0.58736 0.88145 3.31815 0.01 0.03 0.02
N 2.02294 0.05366 0.22464 -0.15 0.01 -0.02
C 0.33830 2.97006 -2.76038 0.04 0.05 0.01
C 1.04033 2.99970 -3.95669 -0.03 -0.03 0.00
C 0.44754 3.49956 -5.11315 -0.01 -0.02 -0.02
C -0.85021 3.97829 -5.08146 -0.01 0.01 0.02
C -1.55645 3.96090 -3.88280 0.05 0.09 0.02
C -0.96616 3.46134 -2.73599 0.07 0.18 0.02
C 1.17855 3.55506 -0.47563 -0.06 0.02 0.00
C 0.39807 3.72560 0.65966 0.04 -0.02 0.02
C 0.64938 4.77294 1.53830 0.01 0.00 0.00
C 1.68536 5.65870 1.29073 0.00 0.00 0.00
C 2.46226 5.50110 0.14983 0.00 0.00 0.00
C 2.20607 4.46042 -0.72821 -0.01 0.04 -0.01
H 2.95889 2.19325 -2.14044 0.00 0.01 0.01
H 1.93236 0.77868 -2.36823 0.02 -0.01 0.00
H 4.51662 2.17385 -0.46399 0.00 0.00 0.00
H 5.48132 1.06206 1.54746 0.00 0.00 0.00
H 4.23635 -0.84434 2.56520 0.00 0.00 0.00
H 2.50869 -2.33562 2.50155 0.01 0.00 0.01
H 1.68747 -2.54054 0.95053 0.02 0.01 0.01
H 1.13504 -4.23589 2.21139 0.01 0.01 -0.01
H -0.20204 -6.11757 3.01226 0.00 0.00 0.00
H -2.31843 -5.72325 4.22752 0.00 0.00 0.00
H -3.07938 -3.40120 4.63927 0.00 0.00 0.00
H -1.73339 -1.49982 3.83098 0.00 0.00 0.00
H 1.49696 -1.95917 4.90579 0.00 0.01 0.00
H 2.14589 -0.32539 6.62761 0.00 0.00 0.00
H 1.80270 2.09559 6.23822 0.00 0.00 0.00
H 0.79834 2.86133 4.10765 0.00 0.00 0.01
H 0.13954 1.23067 2.39637 0.00 -0.01 0.01
H 2.05500 2.62808 -4.01738 0.00 0.00 0.01
H 1.00873 3.51228 -6.03853 0.00 0.00 0.00
H -1.30879 4.37047 -5.97954 0.00 0.00 0.00
H -2.56765 4.34640 -3.84447 -0.01 0.00 0.00
H -1.51574 3.44671 -1.80302 -0.01 -0.01 0.01
H -0.41596 3.03908 0.85046 0.00 0.00 0.00
H 0.02583 4.89900 2.41471 0.00 0.00 0.00
H 1.88140 6.47439 1.97390 0.00 0.00 0.00
H 3.26370 6.19726 -0.06082 0.00 0.00 0.00
H 2.80088 4.37119 -1.63089 -0.01 0.00 0.00
C -4.37848 0.06119 -3.58225 0.02 -0.02 0.01
N -3.14482 -0.10692 -2.82644 -0.08 -0.07 0.01
C -1.94237 0.37220 -3.49862 0.00 -0.05 -0.08
P -3.21794 -0.52533 -1.24590 0.00 0.10 -0.10
O -1.87547 -0.30606 -0.61972 0.08 -0.18 0.08
N -4.31171 0.34236 -0.38434 -0.04 -0.02 0.05
C -3.92842 1.65048 0.13813 0.00 0.00 -0.02
C -5.74716 0.10634 -0.40290 0.02 0.02 0.01
N -3.77216 -2.06686 -1.17764 -0.03 -0.01 -0.01
C -4.04787 -2.67191 0.12263 -0.01 0.03 -0.01
C -3.75278 -3.01123 -2.28495 -0.01 0.01 0.01
H -4.25485 -0.34897 -4.58714 -0.01 0.00 0.01
H -4.65021 1.11670 -3.67281 0.00 0.01 -0.01
H -5.20112 -0.47088 -3.10432 0.00 0.02 -0.01
H -1.76487 -0.21293 -4.40536 -0.01 -0.02 -0.01
H -1.08331 0.28269 -2.84163 -0.01 0.03 -0.01
H -2.04774 1.42582 -3.77290 0.00 -0.20 -0.01
H -2.84768 1.77235 0.09118 -0.03 0.00 0.00
H -4.24624 1.73837 1.17923 0.00 0.01 0.00
H -4.40067 2.45304 -0.43681 0.01 0.00 0.00
H -5.96981 -0.87522 -0.81410 0.00 -0.01 0.00
H -6.26550 0.86221 -1.00098 0.00 -0.01 0.00
H -6.14037 0.15038 0.61527 -0.01 0.00 0.00
H -3.97580 -1.92560 0.91097 0.00 -0.01 0.01
H -3.32730 -3.46622 0.33962 -0.01 -0.02 0.01
H -5.05028 -3.10734 0.13653 0.01 0.00 0.00
H -3.46933 -2.51269 -3.20749 0.01 0.01 0.00
H -4.74216 -3.45753 -2.41303 0.00 0.00 -0.01
H -3.04210 -3.82127 -2.09499 0.01 0.01 0.00
N 2.15471 -4.44138 -2.95663 0.02 -0.01 -0.03
N 1.31078 -3.66777 -2.18322 -0.01 0.06 -0.01
N 0.27324 -4.17852 -1.56480 -0.02 -0.01 0.01
C -0.29352 -3.08469 -1.07182 -0.04 0.00 -0.04
N 0.38720 -1.98332 -1.40734 -0.01 0.05 0.21
N 1.42461 -2.37786 -2.11837 0.04 0.01 -0.06
H 2.20127 -5.36122 -2.53280 -0.01 0.01 0.01
H 3.06663 -3.99830 -2.96419 -0.01 0.01 0.00
H -1.17734 -3.07880 -0.45688 0.02 0.01 0.01
```
Positions in Å, forces in eV/Å.

***

(2)
Computed, not measured: C40H48N6PdS as an isolated structure in a non-equilibrium geometry, with the ωB97M-V functional and the def2-TZVPD basis.

## Properties
Highest occupied orbital energy (alpha / beta) = -4.7 / -6.5 eV
Spin multiplicity = 3
Largest force on an atom = 0.03835 hartree/bohr
Frontier orbital gap (alpha / beta) = 0.1533 / 0.1663 Ha
M = 751.4 g mol⁻¹
LUMO energy (alpha / beta) = -0.0208 / -0.0743 Eh
Total charge = 0

Geometry as XYZ:
```
96
Properties=species:S:1:pos:R:3:forces:R:3
Pd -0.18168 0.11940 -0.27716 -0.20 0.19 0.07
C 4.14560 3.51608 -3.17597 -0.06 0.17 -0.02
C 3.00889 4.21639 -2.42779 0.10 -0.17 0.02
C 2.42048 3.32064 -1.39291 0.13 0.21 0.59
C 2.69421 3.28550 -0.06071 -0.16 0.30 -0.62
C 3.62179 4.17508 0.69611 0.14 -0.20 -0.08
C 5.02768 3.57687 0.80020 -0.08 0.14 0.08
C 1.92883 2.18787 0.49223 0.09 -0.28 0.85
C 2.00126 1.76277 1.80282 0.15 0.58 -0.90
C 1.32855 0.66771 2.35299 -0.14 -0.60 0.78
C 1.45223 0.20074 3.69675 0.15 0.36 -0.75
C 2.37958 0.76695 4.72098 -0.22 0.15 -0.07
C 1.76372 1.98420 5.41746 0.26 -0.15 0.01
C 0.55158 -0.83190 3.84420 -0.61 -0.20 -0.54
C -0.09291 -1.00578 2.58143 0.57 0.35 0.76
C -1.11256 -1.92551 2.31244 -0.68 -0.35 -0.86
C -1.72106 -2.13660 1.08897 0.44 0.12 0.92
N -1.42225 -1.48428 -0.07259 0.50 0.35 -0.04
C -2.18991 -2.03664 -1.05442 -0.07 0.19 -0.99
C -2.15180 -1.69867 -2.39211 -0.14 -0.31 1.00
C -1.32700 -0.73326 -2.96553 0.12 0.24 -0.80
N -0.49482 0.10020 -2.28651 0.09 -0.01 0.44
C 0.10280 0.90707 -3.20473 -0.35 -0.31 -0.68
C 0.99125 1.93833 -2.90950 0.43 0.39 0.82
C 1.47835 2.25845 -1.65853 -0.30 -0.18 -0.88
N 1.19760 1.59801 -0.49916 -0.28 -0.54 0.04
C -0.33015 0.54650 -4.52541 0.09 0.29 0.56
C -1.22820 -0.47931 -4.37438 -0.17 0.00 0.57
C -1.92780 -1.27282 -5.42500 0.20 -0.13 0.06
C -1.19216 -2.58798 -5.69428 -0.19 0.09 -0.10
C 0.21151 1.13826 -5.78313 0.13 -0.18 0.09
C 1.56967 0.51754 -6.11981 -0.13 0.17 -0.12
C -3.01721 -3.08169 -0.49574 -0.09 -0.04 0.73
C -2.73201 -3.14172 0.83481 -0.41 0.00 -0.60
C -3.29985 -4.08671 1.84116 0.21 -0.08 -0.10
C -2.42498 -5.33373 2.00035 -0.15 0.08 0.10
C -3.93898 -3.95380 -1.27758 0.19 -0.05 -0.01
C -3.16028 -5.05033 -2.00904 -0.20 0.03 0.01
N 0.40018 -0.09114 1.68540 -0.08 -0.02 -0.28
C 0.30487 -1.67268 5.05311 0.13 -0.14 -0.18
C 1.05638 -3.00138 4.96031 -0.13 0.08 0.19
H 4.56410 4.17608 -3.93193 0.08 0.01 -0.14
H 3.78815 2.60800 -3.65602 0.02 -0.08 -0.07
H 4.93948 3.24111 -2.48568 0.07 -0.06 0.04
H 2.23621 4.52357 -3.13528 0.01 0.10 0.01
H 3.40151 5.11378 -1.94664 -0.09 0.07 -0.06
H 3.22710 4.36131 1.69656 -0.02 0.07 0.01
H 3.68688 5.13591 0.18214 -0.06 0.06 0.11
H 4.99178 2.58241 1.24061 0.03 -0.08 0.04
H 5.65995 4.21199 1.41721 0.14 0.00 0.06
H 5.48334 3.49448 -0.18505 0.02 -0.04 -0.04
H 2.65344 2.31344 2.46154 0.10 0.09 0.06
H 3.31645 1.05562 4.23924 0.05 -0.03 0.08
H 2.61804 0.00115 5.46210 0.07 0.02 -0.01
H 1.45488 2.72971 4.68668 -0.02 0.08 -0.06
H 2.48331 2.43878 6.09390 0.00 0.14 0.14
H 0.89014 1.68658 5.99416 -0.12 0.00 0.09
H -1.44459 -2.53576 3.13809 -0.04 -0.09 0.05
H -2.80455 -2.23757 -3.06031 -0.07 -0.09 -0.03
H 1.33614 2.53393 -3.74083 0.05 0.07 -0.04
H -1.98272 -0.69878 -6.35131 -0.11 0.04 0.02
H -2.94911 -1.48963 -5.10462 -0.07 0.06 -0.12
H -0.17894 -2.38645 -6.03324 0.12 -0.04 -0.01
H -1.70398 -3.16553 -6.46077 -0.02 -0.13 -0.09
H -1.13644 -3.18408 -4.78616 0.06 -0.09 0.07
H 0.32245 2.22002 -5.67491 -0.08 0.01 -0.09
H -0.47908 0.95448 -6.60734 -0.06 0.11 -0.01
H 2.27363 0.69210 -5.30914 0.11 -0.04 0.05
H 1.97361 0.94520 -7.03470 0.12 0.02 -0.11
H 1.46347 -0.55625 -6.25574 0.06 -0.10 0.00
H -4.29584 -4.39428 1.51578 -0.03 0.07 0.11
H -3.40499 -3.58783 2.80739 -0.08 0.00 -0.01
H -2.38164 -5.89312 1.06774 0.03 -0.03 -0.05
H -2.83310 -5.98321 2.77185 0.03 -0.13 0.07
H -1.40992 -5.05731 2.27707 0.11 -0.01 0.02
H -4.49645 -3.35176 -1.99857 -0.07 -0.03 0.02
H -4.66008 -4.41951 -0.60194 -0.05 0.08 -0.07
H -2.41716 -4.61503 -2.67425 0.05 -0.03 -0.06
H -3.83912 -5.67047 -2.58979 0.00 -0.11 -0.12
H -2.64355 -5.68473 -1.29206 0.08 -0.05 0.01
H -0.76500 -1.87409 5.15265 -0.02 0.06 0.12
H 0.62812 -1.13763 5.94851 -0.09 0.03 0.04
H 0.73696 -3.55602 4.08141 0.02 -0.07 -0.10
H 0.86811 -3.60863 5.84226 0.03 -0.15 0.09
H 2.12539 -2.82028 4.88341 0.13 -0.04 -0.04
S -2.23436 1.92880 -0.12114 0.12 -0.13 -0.34
C -2.47370 2.35750 1.49815 1.35 -1.31 -0.43
N -1.67447 1.73832 2.42826 -0.74 0.84 1.27
C -1.78376 2.01494 3.75755 -0.12 -0.07 -1.19
C -2.71812 2.92962 4.16004 -0.06 0.07 0.08
C -3.50811 3.52275 3.16431 0.52 -0.60 -0.96
N -3.37993 3.23690 1.86751 -1.05 1.13 1.23
H -0.98816 1.06681 2.07666 0.18 -0.13 0.12
H -1.11570 1.48336 4.41459 0.13 -0.11 0.02
H -2.84343 3.18244 5.20045 0.02 -0.02 0.03
H -4.26798 4.24824 3.40983 -0.11 0.11 0.08
```
Positions in Å, forces in eV/Å.